{"formula": "C58H33F15GeLaN5O4S2", "method": "ωB97M-V/def2-TZVPD", "species": ["La", "C", "C", "C", "C", "C", "C", "C", "C", "N", "C", "O", "C", "C", "C", "C", "C", "N", "C", "O", "N", "C", "C", "C", "C", "C", "C", "C", "C", "H", "H", "H", "H", "H", "H", "H", "H", "H", "H", "H", "H", "H", "H", "H", "H", "H", "H", "H", "H", "H", "C", "C", "C", "C", "N", "C", "C", "C", "C", "C", "C", "N", "H", "H", "H", "H", "H", "H", "H", "H", "O", "C", "O", "C", "C", "C", "C", "C", "C", "S", "H", "H", "H", "H", "F", "C", "C", "C", "F", "C", "F", "C", "F", "C", "F", "Ge", "S", "C", "C", "F", "C", "F", "C", "F", "C", "F", "C", "F", "C", "C", "F", "C", "F", "C", "F", "C", "F", "C", "F"], "xyz": [[0.499, 1.186, -0.397], [-2.292, 1.926, -4.345], [-3.015, 2.258, -3.070], [-4.406, 2.195, -3.038], [-5.116, 2.566, -1.907], [-4.426, 3.011, -0.791], [-3.035, 3.062, -0.775], [-2.314, 3.574, 0.445], [-2.322, 2.665, -1.915], [-0.901, 2.649, -1.882], [-0.288, 3.509, -2.707], [-0.802, 4.362, -3.441], [1.235, 3.429, -2.706], [1.958, 4.423, -3.339], [3.341, 4.373, -3.286], [3.961, 3.326, -2.624], [3.171, 2.358, -2.031], [1.839, 2.410, -2.083], [3.831, 1.166, -1.351], [5.038, 0.996, -1.583], [3.017, 0.440, -0.585], [3.622, -0.690, 0.042], [3.870, -1.857, -0.695], [3.539, -1.915, -2.158], [4.419, -2.966, -0.063], [4.733, -2.937, 1.288], [4.499, -1.776, 2.006], [3.950, -0.646, 1.400], [3.718, 0.589, 2.227], [-2.908, 1.285, -4.980], [-1.347, 1.424, -4.141], [-2.056, 2.846, -4.884], [-4.934, 1.857, -3.925], [-6.199, 2.510, -1.894], [-4.970, 3.316, 0.096], [-3.031, 3.965, 1.169], [-1.602, 4.359, 0.187], [-1.735, 2.804, 0.960], [1.411, 5.214, -3.833], [3.933, 5.151, -3.754], [5.033, 3.219, -2.550], [2.544, -1.513, -2.344], [3.582, -2.943, -2.523], [4.245, -1.306, -2.732], [4.598, -3.866, -0.644], [5.149, -3.812, 1.775], [4.745, -1.733, 3.063], [4.494, 0.693, 2.988], [2.767, 0.514, 2.754], [3.701, 1.494, 1.620], [2.182, 0.304, -6.097], [1.164, -0.444, -6.667], [0.212, -1.010, -5.839], [0.304, -0.790, -4.467], [1.259, -0.049, -3.917], [2.188, 0.468, -4.720], [-0.714, -1.385, -3.557], [-1.121, -2.703, -3.734], [-2.169, -3.189, -2.967], [-2.802, -2.326, -2.090], [-2.305, -1.039, -1.968], [-1.254, -0.580, -2.646], [2.953, 0.766, -6.699], [1.110, -0.582, -7.741], [-0.605, -1.597, -6.240], [2.981, 1.032, -4.239], [-0.613, -3.332, -4.454], [-2.492, -4.218, -3.063], [-3.639, -2.644, -1.483], [-2.773, -0.330, -1.294], [0.620, 0.931, 3.980], [0.657, 1.705, 3.021], [0.132, 1.396, 1.874], [1.372, 3.035, 3.237], [1.699, 3.316, 4.572], [2.391, 4.450, 4.943], [2.798, 5.339, 3.948], [2.488, 5.085, 2.631], [1.757, 3.942, 2.229], [1.416, 3.812, 0.521], [1.389, 2.594, 5.315], [2.614, 4.642, 5.986], [3.362, 6.230, 4.205], [2.801, 5.769, 1.850], [-1.971, 0.268, 3.746], [-1.376, -0.634, 4.524], [-0.868, -1.811, 3.999], [-0.384, -2.727, 4.924], [0.081, -3.930, 4.564], [-0.396, -2.489, 6.284], [0.078, -3.398, 7.143], [-0.909, -1.303, 6.759], [-0.937, -1.065, 8.075], [-1.426, -0.380, 5.874], [-1.950, 0.755, 6.338], [-0.973, -2.056, 2.028], [0.119, -1.586, 0.223], [-0.913, -4.057, 1.659], [0.330, -4.663, 1.803], [1.350, -3.996, 2.354], [0.611, -5.940, 1.360], [1.819, -6.489, 1.539], [-0.370, -6.656, 0.705], [-0.118, -7.895, 0.258], [-1.604, -6.082, 0.502], [-2.554, -6.766, -0.159], [-1.849, -4.802, 0.971], [-3.078, -4.319, 0.684], [-2.957, -1.688, 2.016], [-3.824, -2.524, 2.700], [-3.374, -3.593, 3.382], [-5.194, -2.343, 2.701], [-6.007, -3.189, 3.352], [-5.733, -1.277, 2.013], [-7.059, -1.087, 1.997], [-4.905, -0.396, 1.350], [-5.440, 0.650, 0.714], [-3.540, -0.610, 1.376], [-2.782, 0.317, 0.774]], "mulliken_charge": [0.5085, -1.6536, 1.5834, -0.8730, -0.9575, -0.8896, 1.8703, -1.3497, -1.2657, 1.8472, -0.5683, -0.8256, 0.1717, -0.7156, -0.9239, -0.3525, -0.4675, 1.6810, -0.4209, -0.8242, 2.0069, -1.5409, 1.4399, -1.0540, -1.0503, -0.7890, -0.8453, 1.5815, -1.3165, 0.4326, 0.0033, 0.4212, 0.3724, 0.4055, 0.3379, 0.3862, 0.3504, 0.0608, 0.5689, 0.3864, 0.6006, -0.1818, 0.4081, 0.3163, 0.3536, 0.3820, 0.4057, 0.5919, -0.0047, 0.0461, -1.0261, -0.6915, -0.9920, -0.1545, 0.7080, -0.0441, 0.6948, -0.7821, -0.9475, -0.8100, -0.1682, 0.7644, 0.4639, 0.3939, 0.5739, 0.1167, 0.5875, 0.4461, 0.4314, 0.0828, -0.7179, -0.7009, 2.0353, -0.4545, -0.9175, -0.6835, -0.4966, -0.9762, 1.4433, -0.5563, 0.4307, 0.3669, 0.3307, 0.4207, -0.5224, -0.2294, -0.2338, 0.6574, -0.2841, 0.1642, -0.3430, 0.7895, -0.3467, 0.3169, -0.3521, 0.1920, -0.4280, -0.3708, -0.0398, -0.3855, 0.0572, -0.3393, 0.7061, -0.3409, 0.1380, -0.3541, 0.1424, -0.4153, -0.9632, 0.8830, -0.3863, 0.3662, -0.3562, 0.2184, -0.3646, 0.0517, -0.1596, 0.2164, 0.4933], "charge": -2, "de_lowest_kcal_mol": 0.00, "orbital_gap_ev": 6.053, "lumo_ev": 3.669, "fmax_ev_per_a": 1.17}